# 1
C42H49BrF6IrN2O2PSi3 as an isolated structure. Source: OMol25; level of theory: ωB97M-V/def2-TZVPD.

Structure (XYZ):
```
107
Properties=species:S:1:pos:R:3:lowdin_charge:R:1
Ir -0.1208 -0.1633 -0.0278 1.253
O -3.0107 0.5468 0.8573 -0.017
C -2.2409 0.8174 -0.0233 -0.392
C -2.6026 1.8704 -1.0129 -0.280
C -3.9417 2.1182 -1.3112 -0.025
C -4.2677 3.0300 -2.2958 -0.057
C -3.2542 3.7098 -2.9716 -0.062
C -1.9277 3.4838 -2.6524 -0.053
C -1.5956 2.5428 -1.6732 -0.320
P 0.0798 2.1790 -1.0609 1.044
C 1.0271 2.9412 -2.4461 -0.367
C 0.9359 2.3366 -3.7019 -0.130
C 1.5581 2.8936 -4.8080 -0.069
C 2.2743 4.0774 -4.6808 -0.080
C 2.3452 4.7023 -3.4457 -0.072
C 1.7252 4.1404 -2.3350 -0.081
C 0.2618 3.3454 0.3285 -0.349
C -0.8636 3.8962 0.9460 -0.070
C -0.7221 4.7539 2.0276 -0.072
C 0.5431 5.0806 2.4957 -0.077
C 1.6639 4.5304 1.8899 -0.073
C 1.5245 3.6529 0.8242 -0.124
H -4.7046 1.5825 -0.7579 0.122
H -5.3058 3.2247 -2.5400 0.107
H -3.5059 4.4243 -3.7471 0.107
H -1.1521 4.0392 -3.1622 0.107
H 0.3501 1.4358 -3.8232 0.092
H 1.4785 2.4047 -5.7724 0.107
H 2.7625 4.5141 -5.5438 0.104
H 2.8805 5.6385 -3.3397 0.106
H 1.7886 4.6508 -1.3843 0.094
H -1.8565 3.6627 0.5847 0.104
H -1.6032 5.1720 2.5000 0.107
H 0.6554 5.7564 3.3353 0.104
H 2.6537 4.7612 2.2635 0.110
H 2.4051 3.1959 0.3878 0.101
C -3.5160 -1.2717 -1.9555 -0.174
Si -2.3904 -2.7054 -1.5321 0.379
C -3.5345 -4.1519 -1.0937 -0.186
C -1.7046 -3.2781 -3.2033 -0.187
C -1.1763 -2.3180 -0.1452 -0.524
Si 0.1934 -3.6274 -0.1472 0.379
C -0.4929 -5.3162 -0.6458 -0.180
C 1.6206 -3.3867 -1.3420 -0.179
C 1.0784 -3.9662 1.4822 -0.173
Si -2.1848 -2.3893 1.4444 0.471
C -4.0456 -2.0828 1.4142 -0.164
C -2.1892 -4.0677 2.3170 -0.165
C -1.4903 -1.1087 2.6651 -0.282
C -1.8801 -1.0806 3.9982 -0.050
C -1.4951 -0.0256 4.8127 -0.044
C -0.7167 0.9868 4.2802 -0.039
C -0.3222 0.8904 2.9590 -0.130
N -0.6996 -0.1272 2.1867 -0.075
H -4.2822 -1.6171 -2.6590 0.046
H -2.9750 -0.4435 -2.4287 0.029
H -4.0218 -0.8819 -1.0662 0.018
H -4.5300 -3.9591 -1.5119 0.044
H -3.6547 -4.3243 -0.0248 -0.009
H -3.1655 -5.0812 -1.5308 0.025
H -2.3518 -4.0827 -3.5662 0.040
H -0.6886 -3.6746 -3.1542 0.006
H -1.7315 -2.4847 -3.9561 0.022
H -0.8216 -5.3511 -1.6898 0.018
H -1.3314 -5.6267 -0.0166 0.026
H 0.3084 -6.0549 -0.5267 0.040
H 1.3347 -3.5182 -2.3873 0.017
H 2.3591 -4.1602 -1.0993 0.049
H 2.1128 -2.4146 -1.2379 0.001
H 0.6130 -3.5181 2.3538 0.008
H 2.1137 -3.6186 1.4532 0.015
H 1.0994 -5.0502 1.6373 0.043
H -4.5595 -2.7084 0.6813 0.019
H -4.3172 -1.0463 1.2306 0.015
H -4.4275 -2.3633 2.4033 0.044
H -2.8549 -4.7529 1.7813 0.029
H -2.6047 -3.9455 3.3247 0.032
H -1.2233 -4.5558 2.4155 0.011
H -2.4973 -1.8805 4.3915 0.102
H -1.7979 0.0056 5.8521 0.110
H -0.3921 1.8298 4.8764 0.113
H 0.3317 1.6259 2.5069 0.102
Br 3.9005 0.8157 -1.8514 0.929
C 2.7384 -0.2643 -2.8619 -0.723
C 3.2808 -0.8679 -3.9914 -0.104
C 2.4336 -1.5537 -4.8386 -0.048
C 1.0858 -1.6121 -4.5283 -0.059
C 0.6663 -1.0284 -3.3520 -0.193
N 1.4663 -0.3691 -2.5103 -0.008
H 4.3373 -0.7696 -4.1947 0.099
H 2.8201 -2.0271 -5.7334 0.115
H 0.3769 -2.1180 -5.1693 0.108
H -0.3728 -1.0606 -3.0528 0.080
C 3.7099 -1.3382 1.0203 0.003
C 2.9295 -0.2230 1.7328 -0.443
O 1.8639 0.2139 0.9868 -0.295
C 3.9218 0.9542 1.9674 -0.559
F 3.3414 2.0361 2.4920 0.147
F 4.9309 0.6040 2.7881 0.155
F 4.4913 1.3537 0.8089 0.035
C 2.5658 -0.7335 3.1820 -0.538
F 1.4328 -1.4333 3.1517 0.147
F 3.5078 -1.5398 3.7121 0.139
F 2.3883 0.2624 4.0708 0.146
H 4.1778 -0.9300 0.1285 0.030
H 2.9942 -2.1002 0.7146 0.050
H 4.4761 -1.7868 1.6464 0.096
```

Net charge: 0
Relative energy (zero: lowest compared OMol25 entry of this formula, charge and spin), eV: 0.010
Frontier orbital gap (spin up / spin down), eV: 6.22 / 6.46
HOMO energy (spin up / spin down), eV: -6.0 / -8.1
⟨S²⟩: 6.016
Spin multiplicity: 5

---

# 2
C42H49Cl2O5P3S3Se2W as an isolated structure. Source: OMol25; level of theory: ωB97M-V/def2-TZVPD.

Structure (XYZ):
```
107
Properties=species:S:1:pos:R:3:lowdin_charge:R:1
W -0.2179 -0.0202 -0.4877 0.825
C -0.5978 -2.2260 4.0381 -0.184
C -0.7810 -1.6309 1.9795 -0.714
C -1.8985 -2.5614 1.7724 -0.191
C -0.8971 -3.7751 1.9482 -0.120
C -0.5040 -4.2657 3.2582 -0.006
C -0.7452 -3.4361 4.5600 0.060
P -1.0949 -3.1236 0.1632 0.784
C -2.1243 -4.5231 -0.4378 -0.329
C -2.8519 -5.3356 0.4269 -0.068
C -3.6446 -6.3529 -0.0860 -0.068
C -3.7053 -6.5682 -1.4539 -0.075
C -2.9781 -5.7653 -2.3203 -0.069
C -2.1990 -4.7375 -1.8134 -0.136
C 0.4486 -3.1287 -0.8678 -0.318
C 1.1562 -4.3040 -0.9974 -0.073
C 2.3780 -4.2792 -1.6668 -0.073
C 2.8369 -3.0860 -2.1833 -0.078
C 2.1116 -1.8979 -2.0427 -0.170
C 0.9034 -1.8438 -1.3649 -0.264
H -1.2516 -0.6607 3.3447 0.041
H -0.0464 -0.2355 2.5249 -0.094
H -2.7674 -2.5461 2.4225 0.146
H 0.0156 -5.2095 3.3634 0.093
H -0.6750 -3.7676 5.5810 0.115
H -2.8132 -5.1613 1.4939 0.100
H -4.2221 -6.9736 0.5862 0.108
H -4.3305 -7.3585 -1.8476 0.108
H -3.0245 -5.9382 -3.3872 0.109
H -1.6433 -4.0896 -2.4835 0.079
H 0.7412 -5.2133 -0.5768 0.118
H 2.9559 -5.1866 -1.7814 0.107
H 3.7803 -3.0570 -2.7145 0.107
H 2.5149 -1.0033 -2.5033 0.042
C -3.7094 2.8360 2.2526 -0.070
C -3.3898 1.4462 2.7516 -0.248
O -1.9634 1.2057 2.7792 -0.316
P -0.6704 1.0905 1.8742 0.380
S -0.6411 2.5022 0.3762 0.410
S -2.7029 -0.1471 -0.0089 0.200
O 0.4873 1.6667 2.8408 -0.360
C 0.6029 3.0942 3.0875 -0.286
C 0.9726 3.3351 4.5310 -0.067
H -4.7898 2.9807 2.2745 0.089
H -3.3597 2.9632 1.2288 0.038
H -3.2392 3.5890 2.8849 0.085
H -3.8756 0.6843 2.1445 0.065
H -3.6887 1.3121 3.7902 0.128
H -0.3447 3.5735 2.8394 0.087
H 1.3676 3.4715 2.4072 0.100
H 0.1707 3.0105 5.1947 0.081
H 1.1379 4.4033 4.6726 0.089
H 1.8772 2.7927 4.7995 0.049
Se -2.0917 -1.5412 -1.5248 0.562
P -1.2326 1.3389 -2.5232 0.609
Se 0.9798 1.3076 -2.2901 0.511
C -1.4569 0.7842 -4.2448 -0.412
C -2.0734 1.6125 -5.1772 -0.074
C -2.2734 1.1546 -6.4733 -0.067
C -1.8773 -0.1229 -6.8313 -0.070
C -1.2580 -0.9480 -5.8998 -0.066
C -1.0497 -0.5003 -4.6077 -0.143
C -1.6513 3.1071 -2.5398 -0.503
C -0.7476 4.1048 -2.8857 -0.115
C -1.1596 5.4287 -2.8631 -0.063
C -2.4580 5.7527 -2.4951 -0.067
C -3.3594 4.7549 -2.1543 -0.067
C -2.9571 3.4282 -2.1677 -0.117
H -2.3900 2.6075 -4.8969 0.102
H -2.7446 1.8001 -7.2021 0.110
H -2.0503 -0.4813 -7.8371 0.109
H -0.9389 -1.9424 -6.1820 0.110
H -0.5434 -1.1364 -3.8908 0.063
H 0.2620 3.8398 -3.1693 0.073
H -0.4615 6.2100 -3.1335 0.110
H -2.7693 6.7885 -2.4723 0.109
H -4.3727 5.0078 -1.8716 0.109
H -3.6485 2.6392 -1.8940 0.106
Cl 1.6045 -0.0729 5.3225 0.653
C 0.0892 -0.2163 4.3058 -0.588
Cl -0.2013 -1.1384 3.1925 0.395
C 1.1613 -1.4882 2.8535 -0.399
O 2.2183 -1.8538 2.4747 0.166
O -0.2653 -1.5363 0.7225 -0.559
H -0.5842 0.3764 4.9162 0.098
C 5.2874 2.3779 -1.4727 -0.104
C 3.8868 2.9468 -1.2500 -0.301
C 3.2088 2.4046 0.0088 -0.333
S 3.0214 0.5932 -0.0985 0.971
O 1.6260 0.3135 0.5239 -0.721
C 4.2924 -0.0070 1.0403 -0.296
C 4.1976 0.2481 2.5445 -0.258
C 4.4383 1.6789 3.0215 -0.090
H 5.7387 2.8362 -2.3511 0.081
H 5.2487 1.3003 -1.6473 0.065
H 5.9382 2.5775 -0.6190 0.080
H 3.2666 2.7206 -2.1169 0.039
H 3.9444 4.0324 -1.1538 0.120
H 2.1876 2.7803 0.0960 0.048
H 3.7838 2.6507 0.8948 0.068
H 5.2064 0.4169 0.6146 0.095
H 4.2746 -1.0830 0.8564 0.095
H 4.9441 -0.4086 2.9971 0.127
H 3.2382 -0.0970 2.8966 0.046
H 5.3055 2.1269 2.5308 0.081
H 4.6324 1.6694 4.0937 0.081
H 3.5626 2.3084 2.8631 0.051
```

Net charge: +1
Relative energy (zero: lowest compared OMol25 entry of this formula, charge and spin), eV: 37.579
Frontier orbital gap (spin up / spin down), eV: 5.65 / 5.54
HOMO energy (spin up / spin down), eV: -9.1 / -9.3
⟨S²⟩: 0.842
Spin multiplicity: 2

---

# 3
C42H49ClCrN5O5SSi as an isolated structure. Source: OMol25; level of theory: ωB97M-V/def2-TZVPD.

Structure (XYZ):
```
105
Properties=species:S:1:pos:R:3:lowdin_charge:R:1
Cr -0.2631 -0.0292 -0.2965 0.866
Cl 0.2439 -5.1808 2.6075 0.639
C -1.2233 -5.3476 1.9330 -0.217
C -2.2734 -4.8513 1.2646 -0.133
C -2.1740 -3.4682 0.7968 -0.040
C -1.2571 -2.4711 0.9592 -0.312
O -1.4625 -1.3859 0.1680 -0.235
C -0.1455 -2.4133 1.9115 -0.162
C 0.7721 -1.2347 2.2135 -0.475
N 0.5377 -0.0561 1.5055 -0.109
C 1.2008 1.0823 1.8912 -0.248
C 1.6776 1.4048 3.1486 -0.012
C 2.2982 2.6455 3.3863 -0.072
C 2.5044 3.5606 2.3906 -0.053
C 2.0828 3.2538 1.0764 -0.152
C 2.2988 4.0939 -0.0383 0.003
C 1.8744 3.7031 -1.2773 -0.038
C 1.2079 2.4753 -1.4162 -0.091
N 0.9763 1.6768 -0.3994 0.049
C 1.4161 2.0367 0.8418 -0.130
C 0.3137 -3.4806 2.5956 -0.276
H -3.1486 -5.4331 1.0147 0.080
H -2.9851 -3.1287 0.1547 0.105
H 0.8079 -1.0932 3.2962 0.096
H 1.5563 0.7104 3.9682 0.102
H 2.6219 2.8760 4.3937 0.106
H 2.9916 4.5063 2.5884 0.107
H 2.8165 5.0354 0.1005 0.120
H 2.0433 4.3164 -2.1511 0.107
H 0.8601 2.1427 -2.3874 0.119
H 0.9186 -3.0793 3.4124 0.063
C -2.2568 1.0411 -3.9721 -0.012
C -1.7655 0.8816 -2.5733 -0.247
N -0.8371 0.0645 -2.2223 -0.057
N -0.2239 -0.7763 -3.0888 0.110
C 0.7222 -1.4407 -2.4221 -0.387
O 1.0143 -1.2401 -1.1945 -0.088
C 1.4852 -2.4726 -3.1608 -0.135
C 2.5692 -3.0807 -2.5351 -0.029
C 3.2445 -4.1109 -3.1700 -0.073
C 2.8498 -4.5242 -4.4346 -0.081
C 1.7862 -3.8981 -5.0726 -0.080
C 1.1021 -2.8750 -4.4382 -0.025
C -2.3314 1.6478 -1.4424 -0.181
C -3.3467 2.5806 -1.5906 0.005
C -3.8382 3.2298 -0.4682 -0.041
C -3.3052 2.9350 0.7746 -0.035
C -2.2891 1.9955 0.8482 -0.071
N -1.8158 1.3748 -0.2241 0.042
H -1.6470 0.4299 -4.6313 0.071
H -2.1983 2.0843 -4.2895 0.087
H -3.2977 0.7213 -4.0571 0.095
H 2.8640 -2.7367 -1.5514 0.105
H 4.0752 -4.5981 -2.6751 0.094
H 3.3727 -5.3348 -4.9265 0.102
H 1.4874 -4.2138 -6.0638 0.101
H 0.2649 -2.3847 -4.9146 0.105
H -3.7464 2.7867 -2.5732 0.113
H -4.6370 3.9533 -0.5641 0.114
H -3.6667 3.4135 1.6729 0.111
H -1.8348 1.7192 1.7924 0.129
C 1.3885 -4.6687 0.0535 -0.084
C 1.1030 -5.5528 1.2319 -0.456
C 1.5817 -5.2440 3.6241 -0.345
C 1.4949 -6.9784 0.9634 -0.087
O 2.8975 -5.0905 3.3279 -0.114
Si 3.5682 -3.5664 2.8679 0.158
S 2.6364 -1.8267 1.8359 0.793
O 4.6123 -4.1015 1.7448 -0.145
C 5.8759 -3.6136 1.2621 -0.637
C 5.9811 -2.0960 1.3598 -0.052
C 6.9642 -4.2723 2.1022 -0.021
C 5.9581 -4.0529 -0.1926 -0.025
O 4.3266 -2.9339 4.1542 -0.154
C 4.3174 -3.0310 5.5820 -0.637
C 4.3124 -4.4891 6.0275 -0.020
C 3.0908 -2.2964 6.1107 -0.015
C 5.6009 -2.3490 6.0362 -0.027
H 0.6634 -4.8638 -0.7524 0.100
H 2.3875 -4.8909 -0.3267 0.080
H 1.3162 -3.6104 0.2872 0.026
H 0.2298 -6.5615 2.8338 0.081
H -0.4051 -5.2357 3.8167 0.083
H 1.4601 -5.4528 4.6931 0.115
H 1.1061 -7.6266 1.7548 0.067
H 2.5839 -7.0937 0.9633 0.085
H 1.0661 -7.3097 0.0154 0.087
H 5.9634 -1.7765 2.4033 0.080
H 5.1402 -1.6228 0.8531 0.044
H 6.9103 -1.7601 0.8974 0.092
H 6.8462 -3.9760 3.1459 0.075
H 7.9539 -3.9693 1.7569 0.088
H 6.8816 -5.3582 2.0391 0.091
H 5.2086 -3.5205 -0.7808 0.072
H 5.7665 -5.1242 -0.2679 0.091
H 6.9457 -3.8386 -0.6040 0.090
H 3.3752 -4.9737 5.7614 0.063
H 4.4445 -4.5492 7.1085 0.092
H 5.1196 -5.0336 5.5360 0.097
H 2.1892 -2.6942 5.6365 0.081
H 3.1583 -1.2307 5.8885 0.087
H 3.0003 -2.4331 7.1892 0.091
H 6.4682 -2.8909 5.6574 0.084
H 5.6521 -2.3180 7.1258 0.089
H 5.6344 -1.3294 5.6512 0.089
```

Net charge: 0
Relative energy (zero: lowest compared OMol25 entry of this formula, charge and spin), eV: 23.447
Frontier orbital gap (spin up / spin down), eV: 4.94 / 4.81
HOMO energy (spin up / spin down), eV: -5.6 / -5.6
⟨S²⟩: 3.777
Spin multiplicity: 4

---

# 4
C42H49FeN7S2 as an isolated structure. Source: OMol25; level of theory: ωB97M-V/def2-TZVPD.

Structure (XYZ):
```
101
Properties=species:S:1:pos:R:3:lowdin_charge:R:1
Fe -0.2082 0.8116 0.5949 0.766
C 5.1538 2.6437 2.9841 -0.080
C 4.1940 3.7563 2.5401 -0.191
C 2.7796 3.2724 2.4649 -0.132
C 1.7877 3.4103 3.3837 -0.135
C 1.8388 4.1094 4.7062 -0.195
C 2.1169 3.1426 5.8640 -0.083
C 0.6369 2.7148 2.8470 -0.217
N 0.9347 2.1686 1.6363 0.072
C 2.2224 2.4921 1.3786 -0.226
C 2.9159 2.1421 0.2283 0.068
C 2.4333 1.3924 -0.8282 -0.219
C 3.1842 1.1042 -2.0191 -0.134
C 4.6087 1.4837 -2.2748 -0.190
C 5.5791 0.5654 -1.5170 -0.083
C 2.3691 0.3479 -2.8118 -0.125
C 1.1326 0.1949 -2.0861 -0.266
C 0.0210 -0.5526 -2.5353 -0.053
C -1.2404 -0.5757 -1.9299 -0.254
N -1.5330 -0.0090 -0.7372 0.075
C -2.8512 -0.2670 -0.5005 -0.219
C -3.5596 0.1477 0.6076 0.063
C -3.0683 0.8890 1.6807 -0.228
N -1.7918 1.3319 1.7940 0.070
C -1.7321 2.0049 2.9741 -0.220
C -0.5923 2.6320 3.4704 0.056
C -3.0088 1.9883 3.6349 -0.137
C -3.8529 1.2873 2.8185 -0.133
C -5.2829 0.9205 3.0684 -0.191
C -5.4156 -0.5063 3.6186 -0.081
C -3.3000 2.5740 4.9815 -0.193
C -2.8405 1.6468 6.1158 -0.083
C -3.4227 -1.0118 -1.5997 -0.135
C -2.4156 -1.2104 -2.4917 -0.120
C -2.5015 -1.9511 -3.7916 -0.181
C -2.5514 -3.4698 -3.5798 -0.075
C -4.8319 -1.5134 -1.6678 -0.191
C -5.0593 -2.7100 -0.7328 -0.086
N 1.1844 0.8436 -0.9025 0.075
C 2.6846 -0.1840 -4.1765 -0.183
C 3.6649 -1.3636 -4.1516 -0.083
H 6.1891 2.9918 2.9769 0.068
H 5.0704 1.7825 2.3203 0.070
H 4.9064 2.3095 3.9919 0.066
H 4.5062 4.1358 1.5637 0.104
H 4.2583 4.5898 3.2434 0.099
H 0.8908 4.6234 4.8833 0.103
H 2.6171 4.8755 4.6823 0.099
H 1.3437 2.3753 5.9186 0.070
H 2.1489 3.6738 6.8180 0.067
H 3.0732 2.6397 5.7176 0.066
H 3.9382 2.4897 0.1466 0.104
H 4.7850 2.5190 -1.9709 0.104
H 4.8111 1.4205 -3.3469 0.102
H 5.3815 0.6044 -0.4454 0.066
H 6.6164 0.8594 -1.6934 0.068
H 5.4492 -0.4688 -1.8359 0.067
H 0.1127 -1.0136 -3.5066 0.065
H -4.6050 -0.1321 0.6524 0.102
H -0.6870 3.1137 4.4361 0.101
H -5.8590 1.0060 2.1435 0.105
H -5.7190 1.6233 3.7818 0.099
H -4.9908 -1.2257 2.9178 0.067
H -6.4618 -0.7670 3.7952 0.068
H -4.8726 -0.5996 4.5595 0.065
H -4.3721 2.7580 5.0791 0.099
H -2.8006 3.5407 5.0835 0.104
H -3.3626 0.6913 6.0569 0.064
H -3.0375 2.0895 7.0948 0.067
H -1.7719 1.4463 6.0323 0.070
H -1.6459 -1.6983 -4.4199 0.087
H -3.4022 -1.6373 -4.3276 0.106
H -1.7105 -3.7892 -2.9684 0.060
H -2.5101 -4.0059 -4.5319 0.069
H -3.4696 -3.7534 -3.0635 0.057
H -5.0587 -1.8142 -2.6934 0.101
H -5.5262 -0.7098 -1.4058 0.106
H -4.3811 -3.5250 -0.9865 0.069
H -6.0866 -3.0743 -0.8063 0.068
H -4.8615 -2.4336 0.3029 0.060
H 3.1123 0.6210 -4.7823 0.107
H 1.7601 -0.4981 -4.6631 0.085
H 4.6599 -1.0343 -3.8487 0.054
H 3.7384 -1.8277 -5.1383 0.068
H 3.3236 -2.1160 -3.4437 0.056
S 2.1397 -2.5374 3.0718 0.454
C 1.1834 -1.5505 2.2286 -0.982
N 0.4839 -0.8311 1.6256 0.028
C 0.3575 -3.1628 -6.6326 -0.035
C 0.7016 -3.8774 -5.3574 -0.360
C 0.9742 -5.2402 -5.3235 -0.051
C 1.2310 -5.7747 -4.0703 -0.160
N 1.2261 -5.0605 -2.9583 0.040
C 0.9626 -3.7469 -3.0773 -0.840
S 0.9505 -2.8200 -1.6245 0.743
N 0.7043 -3.1420 -4.2540 0.083
H 0.7139 -3.7060 -7.5076 0.070
H 0.7855 -2.1610 -6.6252 0.070
H -0.7280 -3.0603 -6.7064 0.074
H 0.9834 -5.8460 -6.2186 0.091
H 1.4476 -6.8327 -3.9491 0.098
```

Net charge: -1
Frontier orbital gap (spin up / spin down), eV: 5.28 / 4.53
HOMO energy (spin up / spin down), eV: -3.8 / -3.5
⟨S²⟩: 0.990
Spin multiplicity: 2

---

Number 1: calculated total energy -6377.20288 Eh, M 1115.207 g mol⁻¹. Number 2: calculated total energy -10013.60802 Eh, M 1235.638 g mol⁻¹. Number 3: calculated total energy -4471.66218 Eh, M 851.486 g mol⁻¹. Number 4: calculated total energy -4073.36824 Eh, M 771.882 g mol⁻¹.